No. 1
ORCA calculation (ωB97M-V with the def2-TZVPD basis set) on a cluster of 8 separate species, C22H62ClO30P6S in total.

Computed properties:
Orbital gap: 9.7 eV
Total charge: -1
HOMO: -7.71 eV
Largest force on an atom: 1.94 eV/A

Last column: Mulliken charge in e.
Element x y z (Å)
Cl1 -0.112516 0.589929 -1.016079  1.419
O1 -0.718286 0.825200 -2.301435  -0.665
O2 -0.430885 -0.767848 -0.593468  -0.475
O3 1.331859 0.688980 -1.037510  -0.618
O4 -0.616374 1.506194 -0.013663  -0.622
C1 -3.503503 3.170917 -2.559008  0.012
C2 -4.447421 4.237242 -3.130504  -0.669
C3 -3.951910 5.615900 -2.771256  -0.804
S1 -2.148874 5.513587 -2.622564  1.117
O5 -1.791913 6.029709 -1.325595  -0.618
O6 -1.489148 5.901403 -3.845430  -0.690
C4 -2.082833 3.698898 -2.517736  0.047
H1 -3.536903 2.286212 -3.198507  0.088
H2 -3.878785 2.788231 -1.609544  0.058
H3 -5.478413 4.069638 -2.808405  0.170
H4 -4.554731 4.123363 -4.214382  0.350
H5 -4.329295 5.961164 -1.804934  0.370
H6 -4.307980 6.402929 -3.437041  0.451
H7 -1.598205 3.531616 -1.556728  -0.383
H8 -1.450273 3.297520 -3.300897  0.476
C5 -5.112881 -0.994795 -4.017658  -0.777
O7 -5.553914 0.239857 -3.466871  -0.238
P1 -6.282309 0.277745 -2.065708  0.917
O8 -7.057615 -0.916230 -1.757833  -0.748
O9 -5.150686 0.614475 -1.010821  -0.208
C6 -3.989566 -0.218913 -0.872341  -0.790
O10 -6.996196 1.669547 -2.214640  -0.287
C7 -7.387260 2.358884 -1.033199  -0.676
H9 -4.178157 -0.784203 -4.540073  0.308
H10 -5.821328 -1.366291 -4.757098  0.334
H11 -4.913258 -1.748531 -3.265030  0.298
H12 -3.335477 -0.253050 -1.744621  0.326
H13 -4.164501 -1.233344 -0.488585  0.457
H14 -3.410629 0.194212 -0.041135  0.291
H15 -6.890707 3.324791 -1.042671  0.209
H16 -7.143493 1.827841 -0.114946  0.316
H17 -8.468457 2.477492 -1.061971  0.294
C8 2.841912 -2.762490 -0.720144  -0.619
O11 2.679741 -3.200433 0.637010  0.730
P2 2.423314 -4.706801 0.951458  0.258
O12 1.261237 -5.287077 0.311773  -0.632
O13 3.794084 -5.402997 0.554010  -0.282
C9 3.861350 -6.811206 0.545898  -0.761
O14 2.391157 -4.739947 2.521385  -0.311
C10 3.428242 -4.184273 3.330635  -0.301
H18 2.383517 -1.791914 -0.906197  -0.105
H19 2.526585 -3.474653 -1.477999  0.489
H20 3.923594 -2.598723 -0.756418  0.288
H21 3.155616 -7.271923 -0.140351  0.271
H22 3.731889 -7.185981 1.563852  0.316
H23 4.871083 -7.084287 0.242518  0.237
H24 4.113744 -3.526461 2.786101  0.237
H25 4.027163 -4.993674 3.747318  0.311
H26 2.977260 -3.554017 4.094444  -0.090
C11 3.479090 3.776144 1.465770  -0.526
O15 3.138513 5.162722 1.511578  -0.383
P3 2.097411 5.632263 2.614280  0.971
O16 2.579293 5.524487 3.978573  -0.764
O17 1.753022 7.072429 2.086125  -0.258
C12 2.693608 8.125298 2.180342  -0.762
O18 0.826287 4.770051 2.325327  -0.264
C13 0.310370 4.700061 0.968622  -0.671
H27 4.556925 3.704083 1.356319  0.345
H28 2.918865 3.264651 0.684862  0.186
H29 3.254432 3.279030 2.414964  0.279
H30 3.714038 7.770662 2.351786  0.311
H31 2.480630 8.847784 2.967518  0.276
H32 2.707024 8.633826 1.215687  0.279
H33 0.318697 3.631079 0.758648  0.182
H34 0.859844 5.266059 0.222650  0.416
H35 -0.726437 5.024792 0.989267  0.389
C14 -2.427164 -4.496972 -4.258880  -0.710
O19 -3.462270 -4.686691 -3.294328  -0.245
P4 -3.190396 -5.611707 -2.010806  0.818
O20 -3.260346 -7.035029 -2.311963  -0.802
O21 -1.852453 -5.053156 -1.435454  -0.074
C15 -1.678187 -3.641164 -1.214731  -0.205
O22 -4.280011 -5.088468 -1.001123  -0.279
C16 -5.664707 -5.206472 -1.357740  -0.680
H36 -2.333056 -3.415334 -4.389080  0.181
H37 -2.798130 -4.839244 -5.225809  0.281
H38 -1.495502 -4.961077 -3.957494  0.348
H39 -0.754005 -3.262703 -1.651341  0.268
H40 -1.620856 -3.418898 -0.150405  0.167
H41 -2.471888 -3.029952 -1.647682  0.104
H42 -6.067542 -6.135342 -0.953233  0.258
H43 -5.802262 -5.197046 -2.439153  0.281
H44 -6.226858 -4.371201 -0.958565  0.271
C17 4.557825 0.549389 -1.974236  -0.614
O23 5.517329 0.035237 -1.066334  -0.246
P5 5.987201 0.822241 0.235746  0.994
O24 6.647147 2.094466 0.008485  -0.767
O25 4.750411 0.899106 1.189500  -0.286
C18 3.888824 -0.142293 1.574491  -0.077
O26 6.856865 -0.327089 0.906039  -0.330
C19 7.855966 -1.010555 0.137399  -0.682
H45 3.743117 -0.137700 -2.179583  0.132
H46 5.067753 0.652174 -2.940347  0.341
H47 4.222767 1.553840 -1.725892  0.290
H48 2.993860 -0.196036 0.949287  -0.087
H49 3.490218 -0.047607 2.583797  0.213
H50 4.405414 -1.103542 1.536450  0.340
H51 8.790287 -0.984595 0.690247  0.254
H52 7.982930 -0.535041 -0.833382  0.324
H53 7.517219 -2.033955 -0.011834  0.212
C20 2.407993 -1.438215 6.153798  -0.736
O27 1.378634 -1.678586 5.191751  -0.263
P6 0.427418 -0.459272 4.817147  0.633
O28 -0.117691 0.293269 5.927336  -0.787
O29 1.387346 0.336980 3.827750  0.118
C21 0.782043 1.302765 2.957772  -0.599
O30 -0.669317 -1.110953 3.896563  -0.430
C22 -0.269886 -2.057264 2.898020  -0.328
H54 2.678286 -0.389580 6.249960  0.311
H55 3.291704 -2.006420 5.859025  0.270
H56 2.082313 -1.851029 7.108977  0.254
H57 -0.306468 1.297890 2.913813  0.418
H58 1.173102 1.208545 1.945240  0.030
H59 1.031244 2.325932 3.256886  0.351
H60 -1.170911 -2.449895 2.436628  0.207
H61 0.222486 -2.912122 3.363690  0.280
H62 0.381924 -1.598463 2.155876  0.194

Cartesian forces, eV/Å:
Cl 0.045 -1.374 1.365
O 0.289 0.395 -0.011
O -0.225 0.150 -0.201
O 0.064 0.411 -0.629
O -0.217 0.287 -0.503
C -0.428 -0.714 -0.343
C -0.614 -0.403 -0.658
C -0.571 0.844 0.386
S -0.591 -1.663 -0.253
O 0.317 0.621 -0.136
O -0.042 0.616 0.202
C 0.181 0.463 0.715
H 0.007 0.065 -0.043
H 0.284 0.393 0.255
H 0.126 0.106 0.344
H 0.480 0.129 -0.018
H 0.321 -0.371 0.225
H 0.538 -0.126 -0.409
H 0.037 -0.253 -0.060
H 0.025 0.195 -0.156
C 0.479 -0.087 -0.590
O -0.041 0.165 -0.148
P 0.797 -0.193 -0.331
O -0.438 -0.267 0.154
O 0.272 -0.224 0.020
C 0.852 -0.231 1.350
O -0.036 -0.174 0.044
C -0.487 0.237 0.226
H -0.009 0.025 0.062
H -0.177 -0.021 0.193
H -0.166 -0.144 0.172
H -0.320 0.220 -0.178
H -0.731 0.070 -0.579
H 0.034 0.397 -0.371
H -0.032 0.098 0.129
H 0.197 -0.071 -0.072
H -0.016 0.171 -0.034
C 1.437 0.579 -0.019
O -0.379 0.490 0.096
P -0.042 0.066 -0.059
O -0.680 -0.563 -0.154
O 0.322 0.598 -0.298
C 0.574 -0.654 0.300
O -0.154 0.129 0.349
C 0.479 0.376 -0.076
H -0.472 -0.160 0.435
H -0.152 -0.232 0.239
H -0.052 -0.046 -0.701
H -0.234 0.146 0.055
H -0.243 -0.150 -0.070
H 0.006 0.093 -0.099
H -0.213 -0.174 -0.301
H -0.174 0.005 0.190
H -0.171 -0.303 0.134
C 0.284 -0.351 0.726
O 0.073 0.201 -0.307
P 0.515 -0.447 -0.398
O 0.090 0.046 0.770
O -0.511 0.346 0.120
C 0.932 0.385 -0.418
O -0.362 0.585 -0.234
C -0.621 -0.942 0.406
H -0.023 -0.075 -0.445
H 0.168 0.094 -0.215
H -0.108 0.107 0.000
H -0.146 -0.225 0.040
H -0.436 -0.221 0.068
H -0.134 0.063 0.071
H -0.007 0.100 -0.471
H 0.239 0.096 0.231
H 0.054 0.189 -0.011
C -0.825 0.687 -0.426
O -0.159 -0.009 0.222
P -0.443 0.286 -0.671
O 0.405 -0.309 0.115
O 0.470 0.121 0.274
C 0.189 0.791 0.217
O -0.385 0.461 0.113
C -0.223 -0.330 -0.166
H 0.443 -0.050 0.241
H 0.244 -0.487 0.094
H 0.135 -0.043 -0.131
H 0.103 -0.533 -0.086
H -0.096 -0.303 0.012
H -0.210 -0.313 0.002
H 0.084 -0.001 -0.026
H 0.109 -0.060 -0.010
H 0.198 0.227 0.241
C 0.567 0.630 -1.542
O -0.187 -0.370 0.408
P -0.191 -1.218 -0.042
O 0.039 0.522 -0.068
O -0.022 1.181 0.396
C -0.695 -1.486 -0.005
O 0.076 0.039 0.075
C -0.263 0.170 -0.035
H -0.188 -0.051 0.701
H 0.032 0.060 0.103
H -0.307 -0.146 0.348
H 0.245 0.167 -0.369
H 0.475 0.616 0.147
H 0.013 -0.008 -0.125
H 0.028 -0.031 0.035
H 0.129 -0.024 -0.017
H 0.097 -0.057 0.002
C 0.174 -0.602 0.301
O 0.102 0.109 -0.005
P 0.329 -0.191 -0.699
O -0.284 0.393 0.585
O -0.313 -0.021 -0.155
C 0.136 1.462 -0.451
O -0.030 -0.225 0.210
C 0.004 -0.549 -0.093
H -0.149 0.073 -0.021
H -0.031 0.098 -0.194
H -0.041 0.283 0.084
H 0.001 -0.600 0.114
H -0.042 -0.475 0.041
H 0.194 -0.231 0.384
H -0.093 0.305 -0.142
H 0.167 0.128 0.016
H -0.075 0.023 -0.075


No. 2
ORCA calculation (ωB97M-V with the def2-TZVPD basis set) on a cluster of 2 separate species, C4H10N2O2 in total.

Computed properties:
Orbital gap: 10.5 eV
Total charge: 0
HOMO: -9.97 eV
Energy relative to the best compared isomer or geometry (same formula, charge and spin): 14.4 kcal per mole
Largest force on an atom: 1.83 eV/A

Last column: natural (NBO) charge in e.
Element x y z (Å)
C1 1.672430 -0.973429 -0.107033  -0.734
C2 2.202685 0.043558 0.872417  0.681
N1 1.461734 0.119825 2.031302  -0.849
O1 3.152845 0.741243 0.648865  -0.581
H1 1.044747 -0.557574 -0.894093  0.251
H2 1.044955 -1.757593 0.292670  0.203
H3 2.487871 -1.470978 -0.623835  0.242
H4 1.900740 0.684189 2.744166  0.402
H5 0.929661 -0.689169 2.293520  0.387
C3 -2.230098 0.049088 -1.749134  -0.722
C4 -1.315861 0.886518 -0.874350  0.681
N2 -1.578150 0.745018 0.483243  -0.843
O2 -0.490854 1.663907 -1.248425  -0.586
H6 -2.588459 -0.832176 -1.221844  0.212
H7 -1.713952 -0.139662 -2.681736  0.243
H8 -3.146028 0.633278 -1.864204  0.244
H9 -0.829464 0.970831 1.127270  0.402
H10 -2.004803 -0.116875 0.771201  0.367

Cartesian forces, eV/Å:
C -0.055 -0.577 -0.876
C -0.901 -0.677 -0.233
N 0.357 0.420 -0.102
O 0.440 0.398 0.009
H 0.202 0.642 0.061
H -0.067 -0.187 0.670
H 0.247 0.120 0.050
H -0.220 -0.150 0.193
H 0.008 0.012 0.233
C -0.113 0.656 0.559
C -0.872 -0.704 1.441
N 0.194 -0.524 0.322
O 0.809 0.595 -0.954
H 0.400 -0.348 -0.207
H -0.304 -0.178 -0.188
H 0.144 0.148 -0.522
H 0.086 0.484 -0.334
H -0.355 -0.130 -0.123